# 1
Molecular formula: C5H12N2O
Method: DFT, the ωB97M-V functional and the def2-TZVPD basis

Each line ends with the natural charge from an NBO analysis.
Cartesian coordinates (Å):
N 1.468 -1.278 2.314  -0.831
C 0.500 -1.078 1.338  -0.044
C -0.098 0.095 1.115  0.061
N 0.314 1.241 1.838  -0.860
C -1.148 0.242 0.066  -0.423
C -0.637 0.990 -1.193  -0.435
C 0.174 0.118 -2.109  -0.070
O -0.620 -0.561 -3.124  -0.737
H 2.010 -2.120 2.231  0.376
H 2.041 -0.473 2.527  0.382
H 0.142 -1.942 0.819  0.192
H 0.110 1.183 2.824  0.376
H 0.023 2.119 1.441  0.371
H -1.501 -0.728 -0.293  0.209
H -2.028 0.789 0.408  0.205
H -1.448 1.446 -1.768  0.209
H -0.012 1.851 -0.924  0.208
H 0.936 0.597 -2.724  0.180
H 0.730 -0.670 -1.603  0.172
H -1.547 -0.584 -2.878  0.459

Output
orbital gap: 8.38 eV
SMILES: N/C=C(\N)CCCO

---

# 2
Molecular formula: C4H5ClOS
Method: DFT, the ωB97M-V functional and the def2-TZVPD basis

Each line ends with the natural charge from an NBO analysis.
Cartesian coordinates (Å):
C -0.545 1.684 0.056  -0.636
C -0.335 0.216 0.251  -0.174
C -1.293 -0.690 -0.030  -0.241
Cl -1.314 -2.351 0.379  0.036
S 1.091 -0.479 1.145  0.249
C 1.943 -1.224 -0.208  0.231
O 3.181 -1.480 -0.125  -0.525
H -1.577 1.959 -0.261  0.226
H 0.133 2.003 -0.650  0.226
H -0.376 1.982 1.113  0.236
H -2.202 -0.294 -0.613  0.222
H 1.294 -1.326 -1.056  0.149

Output
orbital gap: 10.13 eV
SMILES: C/C(=C/Cl)SC=O

---

# 3
Molecular formula: C28H23CuF5NP
Method: DFT, the ωB97M-V functional and the def2-TZVPD basis

Each line ends with the natural charge from an NBO analysis.
Cartesian coordinates (Å):
Cu -1.764 0.418 0.285  0.582
N -0.300 1.337 -0.424  -0.811
C 0.463 2.145 0.153  0.170
C 1.646 2.737 -0.588  -0.097
C 1.649 2.693 -1.981  -0.179
C 2.731 3.164 -2.705  -0.223
C 3.843 3.682 -2.047  -0.237
C 3.855 3.726 -0.661  -0.246
C 2.760 3.263 0.062  -0.164
C 0.308 2.578 1.597  -0.098
C 0.094 3.914 1.923  -0.156
C -0.149 4.295 3.236  -0.237
C -0.165 3.341 4.246  -0.232
C 0.058 2.008 3.931  -0.210
C 0.290 1.632 2.616  -0.192
H 0.785 2.253 -2.466  0.240
H 2.714 3.122 -3.788  0.201
H 4.693 4.046 -2.613  0.198
H 4.718 4.121 -0.138  0.199
H 2.773 3.303 1.145  0.207
H 0.107 4.659 1.135  0.201
H -0.336 5.337 3.471  0.199
H -0.360 3.635 5.270  0.200
H 0.030 1.254 4.709  0.205
H 0.431 0.587 2.362  0.215
F -3.634 0.787 2.331  -0.393
C -3.340 -0.156 1.336  0.195
F -3.225 -1.366 2.034  -0.395
C -4.669 -0.304 0.593  0.892
F -4.580 -1.241 -0.377  -0.343
F -5.707 -0.673 1.375  -0.341
F -5.021 0.850 0.002  -0.333
C -1.594 -3.117 -2.885  -0.928
P -1.251 -1.904 -1.525  0.818
C -1.210 -3.120 -0.135  -0.217
C -0.130 -3.405 0.693  -0.255
C -0.255 -4.296 1.754  -0.202
C -1.464 -4.921 2.009  -0.229
C -2.553 -4.644 1.193  -0.195
C -2.426 -3.750 0.145  -0.234
C 0.510 -1.483 -1.858  -0.228
C 1.363 -0.992 -0.870  -0.226
C 2.647 -0.567 -1.171  -0.204
C 3.108 -0.595 -2.479  -0.217
C 2.258 -1.034 -3.485  -0.229
C 0.976 -1.465 -3.176  -0.237
H -1.798 -2.595 -3.819  0.222
H -2.488 -3.679 -2.623  0.234
H -0.761 -3.808 -3.023  0.219
H 0.836 -2.959 0.510  0.218
H 0.603 -4.493 2.386  0.202
H -1.563 -5.604 2.843  0.202
H -3.512 -5.107 1.388  0.205
H -3.306 -3.502 -0.438  0.217
H 1.004 -0.871 0.144  0.225
H 3.276 -0.174 -0.381  0.213
H 4.108 -0.251 -2.714  0.206
H 2.587 -1.031 -4.517  0.201
H 0.333 -1.781 -3.986  0.201

Output
orbital gap: 7.01 eV
net charge: -1

---

# 4
Molecular formula: C3H3N2PS
Method: DFT, the ωB97M-V functional and the def2-TZVPD basis

Each line ends with the natural charge from an NBO analysis.
Cartesian coordinates (Å):
S -0.161 1.827 -3.230  -0.314
P -0.969 0.307 -2.435  0.632
C -0.210 0.165 -0.755  -0.074
N 1.147 -0.036 -0.488  -0.407
C 1.181 -0.427 0.786  -0.090
C -0.031 -0.429 1.353  -0.085
N -0.922 -0.174 0.393  -0.501
H 2.042 -0.439 1.377  0.202
H -0.195 -0.533 2.387  0.216
H -1.882 -0.260 0.612  0.422

Output
orbital gap: 7.50 eV
SMILES: S=Pc1ncc[nH]1

---

# 5
Molecular formula: C43H38Cl3IN4O3P2TeTl
Method: DFT, the ωB97M-V functional and the def2-TZVPD basis

Each line ends with the Löwdin charge.
Cartesian coordinates (Å):
Tl 1.106 -0.472 -1.288  0.823
O 3.433 -0.323 0.724  -0.159
C 4.817 -0.235 0.351  -0.245
C 5.208 1.094 -0.299  -0.175
C 4.402 1.463 -1.521  -0.167
C 4.499 0.580 -2.731  -0.295
C 5.390 0.802 -3.776  -0.027
C 5.327 -0.011 -4.911  -0.072
C 4.365 -1.006 -4.976  -0.053
C 3.565 -1.200 -3.855  -0.111
N 3.631 -0.436 -2.770  0.059
H 3.283 0.158 1.538  0.067
H 4.976 -1.074 -0.336  0.117
H 5.444 -0.442 1.235  0.117
H 6.285 1.007 -0.521  0.118
H 5.135 1.904 0.432  0.113
H 4.677 2.479 -1.812  0.111
H 3.345 1.556 -1.266  0.085
H 6.107 1.615 -3.673  0.109
H 5.971 0.169 -5.762  0.100
H 4.230 -1.607 -5.862  0.104
H 2.840 -2.007 -3.835  0.106
Te -0.461 -0.114 4.228  1.212
C -2.603 -0.110 4.197  -0.536
C -3.324 1.080 4.226  -0.147
C -4.705 1.058 4.024  -0.175
N -5.392 -0.064 3.890  0.033
C -4.728 -1.211 3.819  -0.158
C -3.339 -1.269 3.958  -0.139
C -0.119 -0.209 2.223  -1.092
P 0.016 1.257 1.249  0.800
C 0.242 2.701 2.410  -0.391
C -0.778 3.612 2.661  -0.099
C -0.610 4.609 3.615  -0.091
C 0.589 4.751 4.298  -0.104
C 1.632 3.876 4.021  -0.096
C 1.456 2.862 3.080  -0.134
C -1.486 1.863 0.362  -0.391
C -2.773 1.536 0.771  -0.104
C -3.904 2.054 0.129  -0.073
C -3.742 2.873 -0.976  -0.092
C -2.456 3.218 -1.409  -0.092
C -1.344 2.717 -0.744  -0.110
P 0.001 -1.726 1.315  0.794
C -1.461 -2.384 0.376  -0.404
C -1.191 -3.285 -0.663  -0.108
C -2.231 -3.783 -1.438  -0.089
C -3.538 -3.395 -1.163  -0.105
C -3.804 -2.483 -0.149  -0.075
C -2.744 -1.967 0.589  -0.114
C 0.239 -3.093 2.512  -0.384
C -0.805 -3.964 2.820  -0.107
C -0.700 -4.919 3.830  -0.092
C 0.476 -5.068 4.550  -0.103
C 1.535 -4.220 4.247  -0.104
C 1.433 -3.294 3.226  -0.116
H -2.808 2.030 4.337  0.083
H -5.313 1.970 3.961  0.103
H -5.366 -2.087 3.645  0.105
H -2.835 -2.213 3.835  0.076
H -1.737 3.487 2.181  0.093
H -1.439 5.275 3.836  0.099
H 0.727 5.548 4.999  0.088
H 2.569 3.987 4.531  0.090
H 2.240 2.120 2.921  0.091
H -2.898 0.891 1.630  0.070
H -4.892 1.758 0.432  0.096
H -4.586 3.231 -1.549  0.094
H -2.368 3.843 -2.297  0.086
H -0.352 2.950 -1.113  0.087
H -0.164 -3.552 -0.916  0.105
H -2.051 -4.426 -2.289  0.105
H -4.349 -3.773 -1.772  0.096
H -4.823 -2.164 0.046  0.100
H -2.929 -1.204 1.346  0.074
H -1.754 -3.906 2.288  0.097
H -1.563 -5.549 4.064  0.101
H 0.548 -5.785 5.349  0.090
H 2.482 -4.336 4.766  0.096
H 2.309 -2.715 2.973  0.098
I -2.658 2.853 -5.689  0.796
C -0.840 2.614 -4.671  -0.743
C 0.192 3.525 -4.635  -0.156
N 1.134 2.948 -3.864  -0.028
N 0.799 1.740 -3.444  0.008
C -0.418 1.514 -3.905  -0.245
H 0.331 4.492 -5.051  0.103
H 2.058 3.250 -3.637  0.146
H -0.927 0.567 -3.702  0.066
Cl -0.518 -0.968 -6.257  0.557
C -1.233 -2.253 -5.204  -1.466
Cl -2.695 -1.585 -4.424  0.570
Cl -1.712 -3.620 -6.200  0.572
C -0.104 -2.618 -4.119  -0.834
O 0.418 -3.722 -4.218  -0.021
O 0.105 -1.638 -3.352  -0.291

Output
orbital gap: 5.67 eV
net charge: -1

---

# 6
Molecular formula: C16H9F9N3OSSb2Se8W
Method: DFT, the ωB97M-V functional and the def2-TZVPD basis

Each line ends with the natural charge from an NBO analysis.
Cartesian coordinates (Å):
W 0.448 -2.448 -0.555  0.366
N 1.092 2.592 0.188  -0.600
C 0.428 3.357 -0.787  0.123
C 0.549 4.735 -0.789  -0.232
C -0.126 5.494 -1.739  -0.214
C -0.913 4.865 -2.686  -0.218
C -1.017 3.478 -2.687  -0.230
C -0.358 2.718 -1.736  -0.135
S -0.547 0.973 -1.756  0.494
N 0.581 0.408 -0.594  -0.644
C 1.208 1.218 0.170  0.456
C 2.106 0.750 1.273  0.146
C 1.757 1.100 2.576  -0.244
C 2.533 0.607 3.610  -0.168
C 3.618 -0.198 3.308  -0.240
C 3.904 -0.446 1.975  0.054
N 3.174 0.029 0.969  -0.400
H 1.807 3.064 0.717  0.407
H 1.168 5.218 -0.042  0.206
H -0.031 6.572 -1.733  0.211
H -1.440 5.445 -3.431  0.213
H -1.621 2.982 -3.438  0.221
H 0.873 1.691 2.775  0.230
H 2.273 0.822 4.639  0.218
H 4.228 -0.631 4.088  0.225
H 4.745 -1.068 1.692  0.208
Se 3.272 -4.666 2.341  -0.617
Sb 0.944 -4.359 2.241  1.056
Se 0.383 -1.867 1.873  -0.262
Se 0.080 -4.774 -0.261  -0.083
Se -0.750 -5.285 3.631  -0.582
Se 3.034 0.604 -3.352  -0.609
Sb 2.461 -1.701 -3.315  1.060
Se 2.775 -2.524 -0.733  -0.012
Se -0.021 -2.028 -2.950  -0.173
Se 3.442 -3.486 -4.527  -0.588
F -4.610 -2.880 0.959  -0.322
C -3.272 -2.791 0.872  0.971
F -2.805 -2.497 2.086  -0.307
F -2.817 -3.992 0.535  -0.302
C -2.818 -1.719 -0.181  0.035
O -1.538 -1.912 -0.564  -0.774
C -3.721 -1.863 -1.450  0.966
F -3.777 -3.141 -1.841  -0.313
F -3.217 -1.160 -2.465  -0.308
F -4.978 -1.442 -1.249  -0.318
C -3.066 -0.295 0.440  0.969
F -4.103 -0.290 1.291  -0.318
F -3.346 0.620 -0.495  -0.314
F -1.990 0.120 1.108  -0.309

Output
orbital gap: 5.59 eV
net charge: -1

---

# 7
Molecular formula: C17H22F2N2O4PS2
Method: DFT, the ωB97M-V functional and the def2-TZVPD basis

Each line ends with the natural charge from an NBO analysis.
Cartesian coordinates (Å):
C 2.886 -2.781 5.057  -0.695
C 2.944 -3.576 3.776  0.489
C 1.852 -4.582 3.542  -0.716
N 3.920 -3.418 2.983  -0.823
S 3.984 -2.724 1.503  2.449
O 4.140 -1.303 1.718  -0.988
O 5.062 -3.379 0.815  -0.970
N 2.548 -3.092 0.901  -1.259
S 1.748 -2.001 0.046  2.070
O 0.515 -2.651 -0.354  -0.987
O 2.520 -1.383 -1.011  -0.983
P 0.977 -0.321 1.149  0.515
C 2.248 0.985 1.240  -0.948
C 0.530 -0.849 2.849  -0.946
H 1.890 -2.827 5.497  0.205
H 3.169 -1.753 4.843  0.243
H 3.587 -3.218 5.773  0.234
H 1.409 -4.936 4.472  0.203
H 1.073 -4.061 2.973  0.263
H 2.211 -5.384 2.906  0.247
H 1.738 1.917 1.489  0.208
H 2.675 1.047 0.238  0.261
H 3.067 0.781 1.926  0.247
H -0.480 -0.484 3.033  0.228
H 0.550 -1.931 2.965  0.236
H 1.176 -0.381 3.595  0.222
F -0.957 2.752 2.528  -0.330
C -1.633 2.894 1.367  0.402
C -0.920 3.029 0.194  -0.273
C -1.619 3.167 -0.994  -0.172
C -3.007 3.175 -0.991  -0.237
C -3.701 3.043 0.202  -0.198
C -3.012 2.897 1.399  -0.291
H 0.161 3.019 0.214  0.236
H -1.078 3.263 -1.926  0.221
H -3.545 3.283 -1.923  0.206
H -4.784 3.049 0.206  0.208
H -3.529 2.782 2.342  0.222
F -2.092 3.844 -4.698  -0.332
C -2.310 2.581 -5.128  0.397
C -1.394 1.998 -5.978  -0.284
C -1.625 0.698 -6.406  -0.184
C -2.757 0.011 -5.990  -0.227
C -3.663 0.624 -5.136  -0.185
C -3.440 1.920 -4.695  -0.286
H -0.519 2.552 -6.290  0.229
H -0.913 0.219 -7.064  0.217
H -2.928 -1.002 -6.326  0.216
H -4.545 0.091 -4.805  0.216
H -4.127 2.413 -4.022  0.224

Output
orbital gap: 7.25 eV
net charge: -1

---

# 8
Molecular formula: C7H19P2
Method: DFT, the ωB97M-V functional and the def2-TZVPD basis

Each line ends with the natural charge from an NBO analysis.
Cartesian coordinates (Å):
C 0.335 -0.527 1.117  -0.364
C 1.884 2.152 -0.738  -0.914
C 0.180 0.046 -2.397  -0.907
C 0.699 2.528 -3.460  -0.962
C -0.654 -0.807 3.840  -0.928
C -2.352 -1.166 1.265  -0.930
C -0.378 -3.245 2.178  -0.962
P 1.610 1.329 -2.468  0.855
P -0.748 -1.432 2.111  1.350
H 1.389 -0.530 1.401  0.164
H 2.644 1.551 -0.113  0.235
H 2.205 3.247 -0.979  0.255
H 0.906 2.126 -0.287  0.222
H 0.214 -0.271 -1.263  0.232
H -0.645 0.489 -2.865  0.228
H 0.497 -0.808 -3.017  0.239
H -0.171 3.020 -3.227  0.232
H 1.378 3.286 -3.673  0.238
H 0.496 2.037 -4.396  0.243
H -1.642 -0.570 4.357  0.295
H -0.256 0.254 3.779  0.278
H -0.048 -1.509 4.343  0.268
H -2.582 -0.081 1.405  0.272
H -3.105 -1.648 1.799  0.250
H -2.356 -1.316 0.214  0.280
H 0.010 -3.869 2.997  0.298
H 0.093 -3.447 1.188  0.268
H -1.440 -3.611 2.232  0.264

Output
orbital gap (spin up / spin down): 5.00 / 3.21 eV
net charge: +1

---

# 9
Molecular formula: C14H12FeN2O6
Method: DFT, the ωB97M-V functional and the def2-TZVPD basis

Each line ends with the Mulliken spin population.
Cartesian coordinates (Å):
Fe 1.701 0.749 0.898  2.616
O 0.134 0.461 4.788  -0.003
C 0.312 0.371 3.565  0.001
O 1.383 0.655 2.948  -0.002
C -0.850 -0.243 2.756  0.001
C -0.350 -1.499 2.032  -0.005
C -1.523 -2.375 1.571  0.004
C -2.056 -1.566 0.362  -0.003
C -1.111 -0.357 0.375  -0.014
O 0.130 -0.968 0.783  0.007
C -1.471 0.552 1.561  0.003
C -1.026 2.013 1.373  -0.003
O -1.872 2.890 1.575  0.003
O 0.167 2.201 0.969  -0.006
H -1.621 -0.487 3.486  0.000
H 0.463 -2.016 2.535  0.002
H -2.259 -2.509 2.365  -0.001
H -1.166 -3.359 1.261  0.000
H -3.097 -1.260 0.469  0.000
H -1.952 -2.123 -0.569  0.001
H -0.959 0.143 -0.577  0.009
H -2.554 0.592 1.681  -0.001
N 1.061 0.453 -6.530  0.192
C 1.163 0.522 -5.369  0.011
C 1.285 0.598 -3.978  0.251
C 1.831 -0.473 -3.196  0.062
C 1.920 -0.358 -1.842  0.039
N 1.500 0.730 -1.135  0.228
C 0.998 1.765 -1.868  0.041
C 0.874 1.747 -3.227  0.071
H 2.183 -1.376 -3.679  0.015
H 2.353 -1.153 -1.247  0.027
H 0.665 2.616 -1.289  0.019
H 0.455 2.608 -3.732  0.013
O 3.290 0.456 0.887  0.424

Output
orbital gap (spin up / spin down): 4.78 / 7.21 eV
net charge: -2
spin multiplicity: 5

---

# 10
Molecular formula: C4H5NO
Method: DFT, the ωB97M-V functional and the def2-TZVPD basis

Each line ends with the natural charge from an NBO analysis.
Cartesian coordinates (Å):
O 2.091 0.602 -0.293  -0.663
C 0.797 0.214 -0.239  0.433
C 0.251 -1.026 -0.130  -0.403
C -1.104 -0.837 0.231  -0.309
C -1.392 0.507 0.160  -0.092
N -0.195 1.143 -0.139  -0.535
H 2.590 -0.220 -0.241  0.490
H 0.686 -2.004 -0.282  0.219
H -1.378 -1.603 0.922  0.229
H -2.311 1.086 0.166  0.214
H -0.035 2.137 -0.155  0.417

Output
orbital gap: 8.54 eV
SMILES: Oc1ccc[nH]1

---

# 11
Molecular formula: C22H23F4N8O2PdS
Method: DFT, the ωB97M-V functional and the def2-TZVPD basis

Each line ends with the natural charge from an NBO analysis.
Cartesian coordinates (Å):
Pd -1.208 -1.139 1.067  0.041
N 1.654 0.312 0.999  -1.021
N 0.327 0.747 3.259  -0.856
C -0.434 1.840 3.662  0.882
O -0.751 2.091 4.775  -0.520
O -0.802 2.625 2.604  -0.517
H 2.305 1.068 1.165  0.420
H 2.007 -0.611 0.766  0.453
H 0.340 -0.019 3.922  0.442
C 4.456 3.823 0.791  -0.609
C 3.331 4.831 0.586  -0.402
C 2.401 4.974 1.792  -0.407
C 1.774 3.673 2.276  -0.224
N 1.005 3.038 1.198  -0.659
C -0.212 2.417 1.354  0.607
S 0.175 0.396 1.614  1.060
N -1.059 2.496 0.280  -0.651
C -2.465 2.079 0.382  -0.221
C -3.418 3.173 0.866  -0.418
C -3.858 4.158 -0.216  -0.398
C -2.730 4.937 -0.887  -0.617
H 5.148 3.834 -0.051  0.229
H 4.079 2.801 0.882  0.179
H 5.025 4.049 1.694  0.216
H 2.764 4.570 -0.316  0.180
H 3.756 5.813 0.372  0.228
H 1.605 5.688 1.567  0.215
H 2.965 5.387 2.631  0.228
H 1.118 3.886 3.119  0.224
H 2.548 2.989 2.636  0.191
H 1.197 3.387 0.272  0.411
H -0.903 3.297 -0.311  0.408
H -2.516 1.213 1.051  0.206
H -2.768 1.719 -0.604  0.216
H -2.955 3.705 1.700  0.213
H -4.308 2.683 1.268  0.225
H -4.557 4.864 0.237  0.219
H -4.425 3.619 -0.981  0.203
H -2.076 5.411 -0.150  0.200
H -3.130 5.726 -1.523  0.234
H -2.125 4.300 -1.540  0.182
F -2.489 -5.289 -1.252  -0.277
C -1.353 -5.787 -1.720  0.358
C -1.387 -6.884 -2.491  0.372
F -2.553 -7.436 -2.763  -0.256
C -0.187 -7.491 -3.044  -0.081
C 1.049 -6.812 -2.685  0.370
C 1.075 -5.716 -1.913  0.365
F 2.241 -5.153 -1.629  -0.276
C -0.123 -5.112 -1.368  -0.027
C -0.092 -3.994 -0.583  -0.269
C 1.101 -3.276 -0.225  0.329
N 1.980 -2.618 0.110  -0.315
C -1.273 -3.369 -0.050  0.306
N -2.251 -2.902 0.367  -0.339
F 2.187 -7.297 -3.139  -0.256
C -0.218 -8.600 -3.828  -0.115
C -1.427 -9.281 -4.192  0.225
N -2.349 -9.875 -4.530  -0.166
C 0.952 -9.213 -4.388  0.225
N 1.839 -9.747 -4.884  -0.166

Output
orbital gap (spin up / spin down): 5.84 / 5.84 eV
net charge: +1